[1]
The following is a DFT calculation (the ωB97M-V functional and the def2-TZVPD basis) of 3 unconnected molecules or ions with the total composition C20H49N3O2.

Geometry as XYZ:
```
74
C20H49N3O2 the ωB97M-V functional and the def2-TZVPD basis
C 0.10 1.69 -2.51
C 1.05 0.56 -2.88
C 2.37 0.58 -2.12
C 2.26 0.78 -0.60
C 2.23 -0.47 0.26
C 2.32 -0.05 1.76
O 1.25 -0.51 2.55
C 0.16 0.38 2.67
O 1.02 -1.20 0.07
C 1.12 -2.29 -0.84
N -0.20 -2.80 -1.13
H -0.64 1.89 -3.27
H -0.40 1.44 -1.58
H 0.69 2.58 -2.31
H 1.29 0.66 -3.94
H 0.54 -0.40 -2.80
H 2.97 1.38 -2.53
H 2.91 -0.34 -2.33
H 1.39 1.38 -0.32
H 3.13 1.35 -0.29
H 3.08 -1.11 0.02
H 2.39 1.04 1.79
H 3.23 -0.43 2.20
H -0.25 0.27 3.66
H -0.62 0.16 1.94
H 0.45 1.42 2.53
H 1.74 -3.08 -0.42
H 1.57 -1.98 -1.78
H -0.69 -2.90 -0.25
H -0.69 -2.06 -1.62
C -1.86 4.36 -0.63
C -2.12 5.85 -0.57
N -1.00 6.65 -1.06
C -1.14 8.07 -0.78
C -2.29 8.83 -1.45
C -0.53 6.31 -2.39
C -1.52 6.38 -3.56
H -0.96 4.10 -0.07
H -2.70 3.82 -0.19
H -1.74 4.00 -1.65
H -2.29 6.13 0.47
H -3.06 6.07 -1.10
H -0.20 8.56 -1.03
H -1.25 8.17 0.30
H -2.09 9.03 -2.50
H -2.42 9.80 -0.96
H -3.24 8.30 -1.37
H -0.13 5.29 -2.35
H 0.33 6.94 -2.61
H -2.49 5.96 -3.30
H -1.14 5.82 -4.41
H -1.68 7.41 -3.90
C 0.77 -4.22 2.66
C 0.76 -5.70 3.02
N -0.54 -6.33 2.82
C -0.62 -7.66 3.38
C 0.27 -8.76 2.78
C -1.12 -6.15 1.50
C -0.32 -6.65 0.29
H 0.03 -3.67 3.24
H 1.75 -3.80 2.88
H 0.58 -4.06 1.60
H 1.02 -5.80 4.07
H 1.56 -6.21 2.45
H -1.66 -7.99 3.34
H -0.38 -7.58 4.45
H -0.11 -9.11 1.82
H 0.28 -9.62 3.45
H 1.30 -8.43 2.65
H -1.32 -5.09 1.36
H -2.11 -6.63 1.50
H 0.73 -6.39 0.36
H -0.71 -6.18 -0.62
H -0.41 -7.73 0.15
```

Values from the calculation:
- SMILES = CCCC[C@@H](COC)OCN.CCN(CC)CC.CCN(CC)CC
- multiplicity = 1
- HOMO-LUMO gap (eV) = 8.74
- highest occupied orbital energy (eV) = -7.96

***

[2]
The following is a DFT calculation (the ωB97M-V functional and the def2-TZVPD basis) of 3 unconnected molecules or ions with the total composition C20H49N6O7P3 in a non-equilibrium geometry.

Geometry as XYZ:
```
85
C20H49N6O7P3 the ωB97M-V functional and the def2-TZVPD basis
C -0.67 2.03 -1.79
C -0.30 0.99 -1.02
C -0.73 0.87 0.43
C -0.48 -0.50 1.07
C -0.96 -0.43 2.53
C -2.49 -0.39 2.66
O -1.27 -1.52 0.39
C -0.43 -2.48 -0.07
O -0.59 -3.16 -1.01
O 0.67 -2.48 0.77
C 0.93 -1.08 0.86
P 2.44 -0.63 1.83
O 2.12 -0.70 3.42
O 2.73 0.91 1.36
H -0.51 3.05 -1.43
H -1.17 1.90 -2.74
H 0.31 0.23 -1.49
H -0.22 1.63 1.04
H -1.79 1.09 0.44
H -0.56 0.49 2.95
H -0.54 -1.26 3.10
H -2.98 -1.07 1.98
H -2.86 0.62 2.54
H -2.75 -0.68 3.68
H 1.24 -0.80 -0.15
H 1.57 0.01 3.78
H 2.10 1.53 1.76
C 5.94 7.03 1.93
N 4.91 6.02 1.77
C 4.14 5.83 2.99
P 4.80 4.71 0.69
O 3.38 4.80 0.25
N 5.61 4.98 -0.85
C 6.39 6.18 -1.12
C 4.77 4.70 -2.01
N 6.02 3.74 1.34
C 7.43 4.07 1.27
C 5.82 2.31 1.06
H 6.68 6.77 2.70
H 5.47 7.97 2.24
H 6.46 7.24 1.01
H 4.65 5.16 3.70
H 3.17 5.40 2.76
H 3.96 6.79 3.48
H 5.83 7.10 -0.92
H 6.67 6.19 -2.18
H 7.33 6.20 -0.57
H 4.09 5.53 -2.25
H 4.16 3.81 -1.86
H 5.41 4.51 -2.87
H 7.86 3.79 0.30
H 7.95 3.52 2.05
H 7.63 5.12 1.45
H 6.04 2.07 0.01
H 4.79 2.02 1.27
H 6.46 1.70 1.70
C -4.58 -4.32 0.58
N -5.86 -4.41 -0.09
C -6.93 -4.75 0.83
P -6.25 -4.73 -1.72
O -7.33 -3.77 -2.02
N -5.00 -4.19 -2.82
C -3.74 -3.63 -2.36
C -5.51 -3.36 -3.92
N -5.87 -6.37 -1.80
C -4.52 -6.87 -1.72
C -6.62 -7.06 -2.85
H -4.27 -5.27 1.04
H -4.64 -3.58 1.38
H -3.78 -3.99 -0.07
H -6.99 -5.83 1.03
H -7.90 -4.43 0.43
H -6.80 -4.23 1.78
H -3.88 -2.80 -1.65
H -3.18 -3.22 -3.21
H -3.08 -4.38 -1.92
H -5.66 -2.31 -3.62
H -6.46 -3.73 -4.30
H -4.79 -3.38 -4.74
H -4.00 -6.80 -2.69
H -4.57 -7.93 -1.44
H -3.92 -6.38 -0.96
H -6.25 -6.81 -3.85
H -7.68 -6.79 -2.81
H -6.56 -8.14 -2.72
```

Values from the calculation:
- SMILES = C=CC[C@@]1(CC)OC(=O)O[C@@H]1P(O)O.CN(C)P(=O)(N(C)C)N(C)C.CN(C)P(=O)(N(C)C)N(C)C
- multiplicity = 1
- HOMO-LUMO gap (eV) = 8.16
- highest occupied orbital energy (eV) = -8.18

***

[3]
The following is a DFT calculation (the ωB97M-V functional and the def2-TZVPD basis) of a molecular structure, C20H50Ba2NO9 in a non-equilibrium geometry.

Geometry as XYZ:
```
82
C20H50Ba2NO9 the ωB97M-V functional and the def2-TZVPD basis
Ba -2.48 -0.76 22.66
Ba 0.85 -3.00 19.72
O -0.36 -5.02 23.49
C -0.78 -3.81 23.09
O 0.03 -3.14 22.34
O -1.90 -3.39 23.43
H 0.60 -4.96 23.30
C 3.45 -3.21 25.68
C 2.99 -3.19 24.24
O 3.33 -4.39 23.56
H 3.05 -4.05 26.24
H 3.19 -2.29 26.21
H 4.55 -3.25 25.66
H 3.45 -2.34 23.72
H 1.90 -3.07 24.30
H 3.21 -4.24 22.62
C -3.94 -7.60 25.32
C -3.02 -6.68 24.58
O -3.58 -5.36 24.67
H -4.03 -7.37 26.38
H -3.64 -8.64 25.16
H -4.94 -7.57 24.87
H -2.80 -6.92 23.53
H -2.04 -6.75 25.07
H -3.04 -4.76 24.14
C -1.04 -7.35 19.35
C -0.43 -6.53 20.46
O 0.65 -5.67 19.93
H -1.56 -6.72 18.62
H -1.80 -8.01 19.78
H -0.35 -7.99 18.79
H 0.10 -7.15 21.18
H -1.15 -5.86 20.91
H 1.32 -6.26 19.55
C -1.88 -0.67 27.01
C -0.94 -1.41 26.08
O -0.77 -0.66 24.85
H -1.77 0.41 26.90
H -1.68 -0.93 28.04
H -2.90 -1.00 26.80
H -1.20 -2.45 25.89
H 0.04 -1.52 26.57
H 0.15 -0.37 24.84
C -6.67 -2.70 23.14
C -5.32 -2.57 23.80
O -5.05 -1.16 24.03
H -7.47 -2.22 23.71
H -6.95 -3.74 23.01
H -6.63 -2.23 22.15
H -4.52 -3.00 23.19
H -5.29 -3.15 24.73
H -5.84 -0.77 24.42
C 0.03 -10.62 27.79
C 0.68 -10.39 26.42
C -0.44 -9.91 25.47
C 0.11 -9.24 24.25
C 0.97 -8.06 24.68
C 2.18 -8.52 25.50
N 1.71 -9.36 26.60
O 2.75 -9.68 27.49
C 3.23 -9.23 24.59
C 2.90 -7.25 26.02
C 1.23 -11.74 25.89
H -0.86 -11.24 27.64
H -0.33 -9.67 28.18
H 0.69 -11.13 28.49
H -0.97 -10.82 25.16
H -1.22 -9.32 25.95
H -0.67 -8.87 23.57
H 0.64 -10.02 23.70
H 0.33 -7.40 25.28
H 1.32 -7.36 23.91
H 4.07 -9.66 25.13
H 2.76 -10.09 24.11
H 3.57 -8.63 23.74
H 2.35 -6.80 26.84
H 3.90 -7.54 26.35
H 2.98 -6.53 25.20
H 1.99 -11.70 25.11
H 0.43 -12.42 25.58
H 1.84 -12.30 26.61
H 3.23 -10.39 27.01
```

Values from the calculation:
- multiplicity = 1
- HOMO-LUMO gap (eV) = 1.96
- highest occupied orbital energy (eV) = -12.82
- relative energy (zero: lowest compared OMol25 entry of this formula, charge and spin) (kJ/mol) = 0.00
- charge = +3

***

[4]
The following is a DFT calculation (the ωB97M-V functional and the def2-TZVPD basis) of a molecular structure, C20H50Ba2NO9 in a non-equilibrium geometry.

Geometry as XYZ:
```
82
C20H50Ba2NO9 the ωB97M-V functional and the def2-TZVPD basis
Ba 7.70 9.00 -5.98
Ba 11.45 8.81 -3.45
O 7.80 10.72 -1.81
C 8.90 10.54 -2.49
O 8.87 10.03 -3.66
O 9.96 10.80 -2.04
H 7.20 10.45 -2.51
C 10.45 13.81 -3.94
C 9.62 14.94 -3.22
O 8.89 15.70 -4.15
H 10.83 13.18 -3.14
H 11.28 14.21 -4.53
H 9.94 13.06 -4.54
H 10.30 15.72 -2.88
H 8.93 14.64 -2.43
H 8.82 15.13 -4.91
C 6.28 13.55 -1.56
C 5.57 14.20 -2.79
O 6.25 15.35 -3.18
H 6.02 14.16 -0.69
H 7.35 13.53 -1.76
H 5.94 12.53 -1.40
H 4.60 14.57 -2.48
H 5.57 13.49 -3.62
H 7.00 15.25 -3.77
C 10.63 13.09 1.64
C 9.99 13.73 0.39
O 10.86 13.29 -0.61
H 10.49 12.01 1.58
H 10.18 13.53 2.53
H 11.67 13.39 1.76
H 9.98 14.82 0.48
H 9.00 13.31 0.21
H 10.81 12.34 -0.75
C 14.19 11.63 0.30
C 14.02 11.44 -1.22
O 13.05 10.39 -1.21
H 15.08 12.15 0.66
H 14.11 10.67 0.81
H 13.43 12.28 0.73
H 14.96 11.24 -1.75
H 13.49 12.30 -1.62
H 12.30 10.69 -0.69
C 3.51 8.63 -4.28
C 4.53 9.76 -3.99
O 5.80 9.22 -4.00
H 2.49 9.03 -4.27
H 3.51 7.89 -3.48
H 3.87 8.07 -5.15
H 4.41 10.19 -2.99
H 4.46 10.60 -4.68
H 5.70 8.54 -3.33
C 4.20 6.72 0.94
C 5.64 6.70 0.26
C 6.72 6.60 1.36
C 6.87 5.26 2.01
C 7.11 4.18 1.03
C 6.23 4.21 -0.27
N 5.96 5.62 -0.73
O 5.13 5.72 -1.89
C 7.11 3.61 -1.41
C 4.92 3.52 0.09
C 5.84 8.12 -0.42
H 3.43 6.61 0.18
H 4.16 7.62 1.55
H 4.18 5.89 1.65
H 7.74 6.78 1.00
H 6.69 7.31 2.18
H 6.04 5.10 2.70
H 7.77 5.26 2.63
H 7.12 3.26 1.63
H 8.12 4.25 0.64
H 6.59 3.39 -2.34
H 7.98 4.24 -1.62
H 7.54 2.68 -1.04
H 4.66 3.71 1.13
H 4.17 3.75 -0.67
H 5.08 2.45 0.03
H 5.21 8.28 -1.28
H 6.86 8.20 -0.81
H 5.60 8.94 0.26
H 5.75 5.98 -2.57
```

Values from the calculation:
- multiplicity = 2
- HOMO-LUMO gap (alpha / beta) (eV) = 3.25 / 3.25
- highest occupied orbital energy (alpha / beta) (eV) = -17.01 / -17.01
- relative energy (zero: lowest compared OMol25 entry of this formula, charge and spin) (kJ/mol) = 370.47
- charge = +4

***

[5]
The following is a DFT calculation (the ωB97M-V functional and the def2-TZVPD basis) of 9 unconnected molecules or ions with the total composition C20H50F2N7O16S2 in a non-equilibrium geometry.

Geometry as XYZ:
```
97
C20H50F2N7O16S2 the ωB97M-V functional and the def2-TZVPD basis
N 0.63 0.84 0.52
S -0.85 0.40 0.30
O -1.14 -1.00 0.16
O -1.71 1.37 -0.30
F -1.15 0.68 1.89
S 1.18 0.04 -0.88
O 0.59 0.42 -2.13
O 1.69 -1.27 -0.66
F 2.53 0.91 -0.87
C 1.40 5.28 2.83
C 0.56 4.24 2.13
O -0.49 3.88 2.53
N 1.17 3.62 0.91
H 2.19 3.61 0.94
H 0.83 2.64 0.92
C 0.59 4.25 -0.34
H 2.18 4.84 3.45
H 0.74 5.90 3.42
H 1.87 6.02 2.18
H 0.70 5.33 -0.33
H -0.44 3.92 -0.33
H 1.11 3.77 -1.17
C 4.42 -3.27 -0.44
C 3.99 -3.22 1.01
O 4.50 -2.53 1.81
N 2.82 -4.12 1.48
H 2.12 -3.69 2.12
H 2.32 -4.43 0.65
C 3.35 -5.38 2.10
H 4.31 -4.27 -0.85
H 5.42 -2.87 -0.56
H 3.71 -2.61 -0.96
H 3.98 -5.14 2.96
H 3.96 -5.90 1.37
H 2.48 -5.91 2.47
C 0.43 0.85 -8.75
C 0.45 1.63 -7.47
O 1.41 1.97 -6.86
N -0.94 1.94 -6.93
H -1.34 2.59 -7.60
H -1.37 1.02 -6.93
C -0.90 2.58 -5.55
H -0.16 -0.06 -8.74
H 1.47 0.63 -9.01
H 0.10 1.57 -9.51
H -0.33 3.50 -5.56
H -0.45 1.86 -4.86
H -1.94 2.75 -5.29
C 1.09 0.13 5.22
C 1.68 0.86 4.04
O 1.94 2.03 4.03
N 2.03 0.09 2.81
H 1.75 -0.90 2.92
H 1.43 0.50 2.06
C 3.51 0.13 2.55
H 0.11 -0.30 5.05
H 1.01 0.85 6.03
H 1.78 -0.65 5.55
H 3.70 1.19 2.40
H 3.61 -0.44 1.63
H 4.10 -0.26 3.37
C -6.16 2.65 3.09
C -4.79 2.01 3.21
O -3.83 2.34 2.62
N -4.73 0.79 4.10
H -5.02 1.07 5.04
H -5.45 0.12 3.83
C -3.38 0.06 4.16
H -6.51 3.08 4.03
H -6.84 2.00 2.55
H -5.97 3.51 2.44
H -3.37 -0.51 3.23
H -3.34 -0.54 5.06
H -2.58 0.80 4.10
C -0.06 -3.27 -4.07
C -1.28 -3.65 -3.25
O -2.31 -3.09 -3.37
N -1.17 -4.82 -2.32
H -1.92 -5.50 -2.50
H -0.38 -5.44 -2.52
C -1.15 -4.30 -0.88
H 0.84 -3.68 -3.60
H 0.13 -2.20 -4.05
H -0.28 -3.61 -5.08
H -0.33 -3.59 -0.79
H -0.90 -5.19 -0.30
H -2.15 -3.93 -0.67
O -0.24 -2.34 2.92
C 0.85 -3.17 2.88
O 1.94 -2.77 3.39
O 0.80 -4.24 2.24
H -0.96 -2.94 2.69
O -2.09 3.43 -2.52
C -3.40 3.80 -2.33
O -3.83 4.76 -2.99
O -4.01 3.21 -1.40
H -1.89 2.74 -1.88
```

Values from the calculation:
- multiplicity = 1
- HOMO-LUMO gap (eV) = 4.30
- highest occupied orbital energy (eV) = -11.35
- relative energy (zero: lowest compared OMol25 entry of this formula, charge and spin) (kJ/mol) = 0.00
- charge = +3

***

[6]
The following is a DFT calculation (the ωB97M-V functional and the def2-TZVPD basis) of a molecular structure, C20H50NO2P2Si4Zn in a non-equilibrium geometry.

Geometry as XYZ:
```
80
C20H50NO2P2Si4Zn the ωB97M-V functional and the def2-TZVPD basis
Zn -0.11 -0.20 -1.60
P -2.43 0.45 -1.81
C -2.35 0.82 -3.66
C -1.00 1.39 -4.06
N 0.08 1.16 -3.29
C 1.30 1.60 -3.67
C 1.45 2.41 -4.80
C 0.34 2.68 -5.59
C -0.89 2.13 -5.24
C 2.53 1.28 -2.82
P 2.25 -0.18 -1.74
H -1.79 2.27 -5.83
H 2.45 2.77 -5.05
H 0.44 3.25 -6.51
H 3.41 1.10 -3.47
H 2.73 2.15 -2.18
H -2.51 -0.11 -4.18
H -3.17 1.54 -3.89
H -1.50 -2.32 -3.81
O -2.18 -2.36 -4.51
H -1.66 -2.27 -5.34
H 0.54 -0.12 0.41
O -0.30 -2.01 -2.06
H 0.12 -2.83 -1.73
C 2.69 -1.54 -2.86
H 3.67 -1.38 -3.32
H 2.69 -2.47 -2.28
H 1.90 -1.64 -3.61
C 3.64 -0.14 -0.56
H 3.63 -1.08 0.01
H 4.60 -0.06 -1.11
H 3.53 0.70 0.15
C -3.30 1.95 -1.27
H -4.23 2.02 -1.86
H -3.54 1.95 -0.20
H -2.68 2.83 -1.48
C -3.68 -0.86 -1.66
H -3.81 -1.14 -0.60
H -4.64 -0.49 -2.06
H -3.35 -1.73 -2.23
C -1.04 2.86 1.38
Si -1.36 1.37 2.50
C -1.23 1.97 4.28
C -3.05 0.60 2.25
Si 0.23 -0.25 1.92
Si 2.10 0.26 3.22
C 1.61 0.11 5.04
C 3.53 -0.94 2.97
C 2.61 2.03 2.81
Si -0.31 -2.46 2.08
C -0.38 -2.92 3.91
C -1.95 -2.84 1.24
C 1.03 -3.47 1.21
H -1.91 3.53 1.46
H -0.90 2.58 0.33
H -0.15 3.41 1.72
H -2.06 2.66 4.46
H -1.31 1.14 5.00
H -0.29 2.51 4.48
H -3.20 0.18 1.25
H -3.23 -0.19 2.99
H -3.81 1.39 2.41
H 1.05 -0.81 5.26
H 2.55 0.08 5.61
H 1.04 0.98 5.39
H 4.18 -0.63 2.14
H 4.14 -0.91 3.88
H 3.21 -1.97 2.80
H 2.97 2.12 1.78
H 1.79 2.74 2.97
H 3.43 2.29 3.49
H -1.02 -2.22 4.48
H -0.80 -3.93 4.01
H 0.62 -2.91 4.37
H -1.91 -2.67 0.16
H -2.20 -3.90 1.41
H -2.78 -2.24 1.65
H 1.04 -3.26 0.13
H 2.04 -3.27 1.61
H 0.81 -4.54 1.36
```

Values from the calculation:
- multiplicity = 1
- HOMO-LUMO gap (eV) = 8.49
- highest occupied orbital energy (eV) = -11.01
- relative energy (zero: lowest compared OMol25 entry of this formula, charge and spin) (kJ/mol) = 0.00
- charge = +1

***

no.,electronic energy (hartree)
1,-1106.0964
2,-2670.6438
3,-1574.0315
4,-1573.3593
5,-3374.2415
6,-4617.2530